No. 1
Below is a cluster of 2 separate species, C6H19N4 in total, with properties calculated with ωB97M-V/def2-TZVPD.

Orbital gap (eV): 9.718
Energy above the lowest of the compared OMol25 structures with the same formula, charge and spin (kcal per mole): 80.6
E (eV): -12480.969

```
! wB97M-V def2-TZVPD RIJCOSX def2/J DEFGRID3
* xyz 1 1
C -3.621 -0.632 1.107
C 3.533 0.342 0.746
C -2.866 0.077 -0.070
C 2.005 0.107 0.672
C -1.630 -0.661 -0.374
C 1.846 -0.384 -0.810
N -0.104 2.607 -0.466
N 0.358 -2.418 -0.819
N -0.457 -0.277 -0.555
N 0.582 -1.092 -0.979
H -4.730 -0.374 1.266
H -3.808 -1.602 0.723
H -2.971 -0.396 2.035
H 4.219 -0.524 0.570
H 3.694 1.251 0.072
H 3.790 0.871 1.732
H -2.732 1.014 0.365
H -3.440 0.189 -1.061
H 1.329 0.898 0.906
H 1.821 -0.764 1.337
H -1.788 -1.686 -0.327
H -0.184 2.871 0.599
H 1.793 0.520 -1.409
H 2.615 -0.961 -1.254
H 0.497 3.335 -0.887
H -0.999 2.680 -1.007
H 0.617 -2.900 -1.693
H 0.937 -2.797 0.070
H -0.308 0.708 -0.488
*
```

No. 2
Below is a cluster of 3 separate species, C6H19NO3 in total, with properties calculated with ωB97M-V/def2-TZVPD.

Orbital gap (eV): 10.291
Energy above the lowest of the compared OMol25 structures with the same formula, charge and spin (kcal per mole): 2.1
SMILES: CCCCCNCO.O.O
E (eV): -14162.992

```
! wB97M-V def2-TZVPD RIJCOSX def2/J DEFGRID3
* xyz 0 1
C 0.100 -0.493 -1.010
N 0.297 -1.799 -0.371
C -0.141 -1.902 0.997
O -1.540 -2.231 1.044
C 1.379 0.035 -1.658
C 2.581 0.182 -0.722
C 2.322 1.011 0.539
C 1.936 2.449 0.245
H -0.682 -0.600 -1.765
H -0.264 0.239 -0.292
H 1.231 -2.159 -0.493
H -0.058 -0.980 1.576
H 0.403 -2.704 1.497
H -1.748 -2.799 0.298
H 1.165 1.005 -2.112
H 1.634 -0.599 -2.508
H 2.981 -0.792 -0.425
H 3.375 0.666 -1.298
H 3.224 0.985 1.159
H 1.547 0.548 1.155
H 0.922 2.530 -0.145
H 2.621 2.907 -0.473
H 1.975 3.077 1.135
H -3.642 -0.010 1.702
H -2.620 -0.836 0.870
O -3.231 -0.057 0.827
H -2.688 1.557 0.152
H -3.280 2.652 -0.808
O -2.529 2.445 -0.254
*
```

No. 3
Below is a cluster of 3 separate species, C6H19NO3 in total, with properties calculated with ωB97M-V/def2-TZVPD.

Orbital gap (eV): 9.857
Energy above the lowest of the compared OMol25 structures with the same formula, charge and spin (kcal per mole): 57.9
SMILES: COC[C@H](C)N.CO.CO
E (eV): -14160.572

```
! wB97M-V def2-TZVPD RIJCOSX def2/J DEFGRID3
* xyz 0 1
C 0.826 -0.792 2.992
O -0.493 -0.358 2.787
H 1.311 -0.147 3.736
H 0.864 -1.836 3.287
H 1.491 -0.644 2.132
H -0.584 0.573 3.017
C -2.109 2.585 3.027
O -0.719 2.493 3.394
H -2.477 3.520 3.454
H -2.267 2.632 1.946
H -2.603 1.699 3.416
H -0.343 3.370 3.459
C 1.467 -1.401 -0.740
C 0.649 -1.365 -2.013
C 0.794 -0.162 -2.903
O 0.051 0.951 -2.385
C -1.367 0.765 -2.510
N 0.822 -2.639 -2.788
H 1.394 -0.447 -0.199
H 2.550 -1.389 -0.904
H 1.085 -2.138 -0.039
H -0.388 -1.512 -1.698
H 0.511 -0.240 -3.956
H 1.841 0.159 -2.930
H -1.555 0.082 -3.344
H -1.904 1.699 -2.622
H -1.658 0.230 -1.602
H 1.534 -3.205 -2.326
H 1.278 -2.482 -3.687
*
```

No. 4
Below is a structure of composition C6H19NO5P2, with properties calculated with ωB97M-V/def2-TZVPD.

Orbital gap (eV): 8.586
E (eV): -36837.831

```
! wB97M-V def2-TZVPD RIJCOSX def2/J DEFGRID3
* xyz 0 1
C 0.174 4.258 0.670
P 0.436 2.449 0.618
C 0.004 1.816 -1.054
O 2.075 2.021 0.970
P 2.680 2.731 2.221
O 1.770 2.975 3.305
O 3.920 1.869 2.655
O 3.294 4.106 1.682
H -0.818 4.406 0.253
H 0.846 4.859 0.060
H 0.150 4.605 1.692
H -0.406 2.644 -1.627
H 0.829 1.409 -1.629
H -0.785 1.088 -0.913
H 4.267 2.302 3.458
H 3.197 4.094 0.714
C 0.097 -1.940 -0.578
C -1.363 -1.870 -0.140
C -2.018 -3.242 0.066
O -2.348 -3.936 -1.121
C -1.268 -4.592 -1.758
N -2.112 -1.048 -1.101
H 0.203 -2.170 -1.638
H 0.584 -0.979 -0.413
H 0.647 -2.689 -0.005
H -1.386 -1.359 0.826
H -2.971 -3.083 0.578
H -1.409 -3.877 0.723
H -0.559 -5.001 -1.033
H -0.749 -3.920 -2.446
H -1.680 -5.412 -2.345
H -3.054 -0.909 -0.748
H -2.244 -1.606 -1.941
*
```

No. 5
Below is an isolated molecule of C6H2, with properties calculated with ωB97M-V/def2-TZVPD.

Orbital gap (eV): 7.368
Energy above the lowest of the compared OMol25 structures with the same formula, charge and spin (kcal per mole): 118.1
E (eV): -6243.633

```
! wB97M-V def2-TZVPD RIJCOSX def2/J DEFGRID3
* xyz 0 1
C 1.763 -1.135 0.439
C 1.496 -0.213 1.239
C 0.208 -1.185 -1.150
C 0.447 0.577 1.103
C -0.591 -0.192 -0.813
C -0.581 0.744 0.301
H -1.384 -0.068 -1.554
H -1.358 1.473 0.435
*
```

No. 6
Below is a structure of composition C6H20IN4O4, with properties calculated with ωB97M-V/def2-TZVPD.

Orbital gap (eV): 8.160
Energy above the lowest of the compared OMol25 structures with the same formula, charge and spin (kcal per mole): 75.2
E (eV): -28796.072

```
! wB97M-V def2-TZVPD RIJCOSX def2/J DEFGRID3
* xyz -1 1
I 0.262 0.034 -0.653
C -1.826 0.544 3.720
C -0.918 1.291 2.711
O -0.117 0.485 1.866
H -2.897 0.607 3.525
H -1.679 0.977 4.709
H -1.590 -0.519 3.753
H -0.176 1.903 3.224
H -1.374 1.956 1.978
H -0.429 0.531 0.959
C 0.634 -3.499 2.782
C 0.417 -3.043 1.328
O 0.059 -1.620 1.374
H 1.368 -4.302 2.712
H -0.153 -4.097 3.241
H 1.043 -2.818 3.528
H -0.303 -3.692 0.829
H 1.279 -3.034 0.662
H -0.182 -1.287 0.506
C -1.568 0.346 -3.786
O -2.221 0.385 -4.768
N -1.069 1.279 -3.057
N -1.120 -0.791 -3.289
H -1.205 2.252 -3.289
H -0.500 1.051 -2.254
H -0.553 -0.635 -2.468
H -1.337 -1.629 -3.811
C 2.338 2.545 -2.225
O 2.980 3.346 -2.832
N 1.172 2.831 -1.695
N 2.584 1.248 -2.175
H 1.034 3.821 -1.550
H 0.689 2.090 -1.206
H 3.331 0.841 -2.718
H 2.027 0.604 -1.632
*
```

No. 7
Below is a cluster of 5 separate species, C6H20IN6O4 in total, with properties calculated with ωB97M-V/def2-TZVPD.

Orbital gap (eV): 8.007
Energy above the lowest of the compared OMol25 structures with the same formula, charge and spin (kcal per mole): 1.8
E (eV): -31784.667

```
! wB97M-V def2-TZVPD RIJCOSX def2/J DEFGRID3
* xyz -1 1
I -0.295 0.340 -1.138
C 0.380 -0.808 2.986
C 1.654 -1.342 2.337
C 2.386 -2.265 3.293
O 1.338 -2.091 1.180
H -0.267 -1.639 3.276
H -0.187 -0.204 2.273
H 0.580 -0.173 3.853
H 2.280 -0.477 2.070
H 3.280 -2.711 2.860
H 1.693 -3.082 3.519
H 2.618 -1.757 4.228
H 0.968 -1.473 0.532
C -4.886 -0.145 -2.772
O -5.571 -0.765 -3.580
N -5.431 0.796 -1.925
N -3.551 -0.323 -2.632
H -4.791 1.372 -1.410
H -6.413 0.978 -1.957
H -2.975 0.209 -1.996
H -3.072 -1.034 -3.151
C 1.955 -1.696 -4.303
O 2.369 -2.394 -5.225
N 2.600 -1.638 -3.088
N 0.839 -0.928 -4.388
H 2.123 -1.214 -2.307
H 3.263 -2.371 -2.926
H 0.272 -0.969 -5.212
H 0.585 -0.312 -3.627
C 0.362 3.727 2.220
O -0.740 4.179 1.941
N 0.845 2.574 1.683
N 1.198 4.401 3.081
H 1.666 2.160 2.088
H 0.261 1.954 1.138
H 0.749 5.201 3.487
H 1.914 3.920 3.593
*
```

No. 8
Below is a structure of composition C6H20N3PbS, with properties calculated with ωB97M-V/def2-TZVPD.

Orbital gap (eV): 6.980
Energy above the lowest of the compared OMol25 structures with the same formula, charge and spin (kcal per mole): 14.1
E (eV): -27091.382

```
! wB97M-V def2-TZVPD RIJCOSX def2/J DEFGRID3
* xyz 1 1
C -1.210 1.649 -4.632
Pb -1.029 0.062 -1.924
N 0.737 -1.481 -3.164
H -0.669 1.856 -1.414
H -0.495 1.933 -3.825
H -1.842 2.529 -4.827
H -1.884 0.808 -4.365
H -0.664 1.347 -5.532
H 0.628 -2.465 -2.904
H 1.724 -1.255 -3.003
H 0.605 -1.445 -4.179
C -1.952 1.290 1.418
N -0.898 0.395 1.972
C -1.314 -0.668 2.888
C 0.276 0.208 1.319
S 0.579 1.075 -0.205
N 1.281 -0.574 1.807
C 1.532 -0.651 3.243
C 2.427 -0.989 0.963
H -2.775 1.398 2.151
H -2.356 0.874 0.472
H -1.514 2.279 1.197
H -0.799 -1.597 2.613
H -1.039 -0.401 3.908
H -2.390 -0.831 2.890
H 1.370 -1.673 3.603
H 2.579 -0.403 3.454
H 0.903 0.032 3.821
H 2.075 -1.587 0.102
H 2.977 -0.106 0.608
H 3.137 -1.605 1.542
*
```

No. 9
Below is an isolated molecule of C6H20N4P2, with properties calculated with ωB97M-V/def2-TZVPD.

Orbital gap (eV): 7.681
Energy above the lowest of the compared OMol25 structures with the same formula, charge and spin (kcal per mole): 0.0
SMILES: CN(C)P(=PN)(N(C)C)N(C)C
E (eV): -31081.439

```
! wB97M-V def2-TZVPD RIJCOSX def2/J DEFGRID3
* xyz 0 1
C 0.262 1.348 -2.687
C -1.841 1.274 -1.335
C 0.323 2.189 1.265
C 1.717 0.214 1.862
C -1.243 -1.035 1.709
C -1.280 -2.151 -0.327
N 2.439 -2.015 -0.138
N -0.495 0.898 -1.552
N 0.812 0.838 0.942
N -1.041 -0.897 0.305
P 1.560 -1.265 -1.514
P 0.304 -0.021 -0.444
H 1.260 0.923 -2.510
H -0.091 1.000 -3.703
H 0.219 2.513 -2.886
H -2.242 0.774 -0.492
H -1.902 2.487 -1.336
H -2.532 1.022 -2.133
H -0.683 2.383 0.623
H 0.122 2.191 2.399
H 0.958 3.121 1.067
H 2.488 0.931 2.161
H 1.201 -0.028 2.936
H 2.162 -0.768 1.365
H -0.983 -0.020 2.221
H -2.323 -1.246 1.820
H -0.596 -1.878 2.164
H -0.823 -2.219 -1.354
H -0.753 -2.950 0.349
H -2.417 -2.337 -0.257
H 3.326 -2.338 -0.479
H 2.091 -2.939 -0.038
*
```

No. 10
Below is a cluster of 2 separate species, C6H20N5OP in total, with properties calculated with ωB97M-V/def2-TZVPD.

Orbital gap (eV): 8.915
Energy above the lowest of the compared OMol25 structures with the same formula, charge and spin (kcal per mole): 0.0
E (eV): -25317.909

```
! wB97M-V def2-TZVPD RIJCOSX def2/J DEFGRID3
* xyz 2 1
C 2.468 0.617 -0.530
C 3.216 -1.341 0.604
C 4.828 0.187 -0.487
C 2.722 -2.444 -0.345
C 5.501 1.045 0.592
C -10.185 0.759 0.366
N -10.262 1.516 -0.691
N -10.207 -0.543 0.347
N 3.450 -0.123 -0.145
N 2.957 1.962 -1.473
N 1.394 -2.072 -0.817
O 4.751 2.230 0.751
P 0.706 0.346 -0.517
H 2.455 -1.162 1.370
H 4.144 -1.639 1.091
H 4.828 0.727 -1.437
H 5.382 -0.746 -0.597
H 2.735 -3.401 0.187
H 3.408 -2.516 -1.191
H 6.522 1.263 0.261
H 5.549 0.496 1.543
H -10.087 1.250 1.331
H -10.249 2.524 -0.618
H -10.364 1.125 -1.622
H -10.308 -1.064 -0.518
H -10.154 -1.086 1.198
H 3.613 2.470 -0.889
H 2.122 2.505 -1.654
H 0.669 -2.529 -0.271
H 1.251 -2.341 -1.784
H 5.197 2.816 1.372
H 0.631 -0.157 0.777
H 0.449 1.672 -0.112
*
```

No. 11
Below is a cluster of 6 separate species, C6H21B3FNO7 in total, with properties calculated with ωB97M-V/def2-TZVPD.

Orbital gap (eV): 2.885
E (eV): -27113.392

```
! wB97M-V def2-TZVPD RIJCOSX def2/J DEFGRID3
* xyz -4 1
B -0.678 1.829 -3.570
H 0.252 2.459 -3.844
H -0.977 1.403 -4.599
H -0.407 1.000 -2.834
H -1.467 2.542 -3.149
B -3.977 -1.928 1.024
H -4.650 -1.310 1.712
H -4.387 -1.945 -0.056
H -2.939 -1.476 0.933
H -3.931 -3.027 1.385
B -3.298 1.045 2.534
H -2.858 2.058 2.192
H -4.372 0.889 2.164
H -2.690 0.259 1.988
H -3.252 0.904 3.678
C 2.067 -1.016 0.769
C 0.567 -0.757 0.805
O -0.010 -1.227 1.839
O -0.022 -0.174 -0.134
H 2.192 -2.033 0.390
H 2.622 -0.921 1.710
H 2.561 -0.198 0.231
C 1.725 -1.210 -2.871
C 2.733 -0.118 -3.049
O 3.440 -0.520 -4.204
C 3.355 -1.833 -4.352
O 3.936 -2.625 -5.058
O 2.292 -2.309 -3.629
F 3.641 -0.048 -2.015
H 0.719 -0.947 -3.198
H 1.685 -1.541 -1.834
H 2.285 0.874 -3.117
C 0.866 1.923 3.504
N 0.161 1.356 4.663
O -0.657 0.508 4.460
O 0.485 1.784 5.780
H 0.071 2.169 2.796
H 1.639 1.318 3.041
H 1.280 2.843 3.916
*
```

No. 12
Below is a cluster of 6 separate species, C6H21N2O5 in total, with properties calculated with ωB97M-V/def2-TZVPD.

Orbital gap (eV): 9.217
Energy above the lowest of the compared OMol25 structures with the same formula, charge and spin (kcal per mole): 0.0
E (eV): -19773.568

```
! wB97M-V def2-TZVPD RIJCOSX def2/J DEFGRID3
* xyz 1 1
C -0.851 0.383 -1.563
C -1.417 -0.854 -0.809
C -0.694 -1.317 0.397
C -0.987 -2.434 1.094
N -0.285 -2.338 2.290
C 0.462 -1.252 2.296
C 0.275 -0.527 1.161
N 0.107 -0.115 -2.749
H -0.305 1.022 -0.833
H -1.699 1.105 -1.909
H -2.403 -0.716 -0.369
H -1.595 -1.603 -1.599
H -1.515 -3.362 1.023
H -0.422 -3.071 2.978
H 1.159 -1.112 3.106
H 0.671 0.415 0.950
H -0.207 0.116 -3.742
H 0.921 0.392 -2.651
H 0.337 -1.100 -2.640
H 2.161 -2.962 -1.440
H 0.806 -2.851 -0.850
O 1.258 -2.694 -1.620
H 2.657 3.072 0.390
H 2.066 1.831 1.142
O 2.566 2.155 0.334
H -3.134 2.404 1.255
H -2.922 3.180 0.111
O -2.636 2.277 0.410
H 3.077 1.785 -2.108
H 2.185 1.330 -1.098
O 2.178 1.392 -2.065
H -0.555 2.119 3.708
H -1.007 1.425 2.588
O -0.250 1.905 2.811
*
```

No. 13
Below is a cluster of 6 separate species, C6H21NO5 in total, with properties calculated with ωB97M-V/def2-TZVPD.

Orbital gap (eV): 7.483
Energy above the lowest of the compared OMol25 structures with the same formula, charge and spin (kcal per mole): 117.6
SMILES: C=C/C=C(\C)NC.O.O.O.O.O
E (eV): -18286.947

```
! wB97M-V def2-TZVPD RIJCOSX def2/J DEFGRID3
* xyz 0 1
C -1.502 -1.444 2.178
N -0.835 -0.136 1.725
C -0.547 0.203 0.400
C -0.416 1.508 -0.031
C 0.211 1.968 -1.223
C 0.458 3.177 -1.736
C -0.302 -0.888 -0.675
H -1.119 -1.424 3.303
H -1.283 -2.437 1.758
H -2.626 -1.534 2.245
H -1.226 0.588 2.271
H -0.717 2.322 0.568
H 0.524 1.010 -1.848
H 0.992 3.309 -2.671
H 0.278 4.085 -1.243
H -1.220 -1.104 -1.249
H 0.373 -0.541 -1.499
H 0.131 -1.835 -0.186
H 3.044 1.542 -0.630
H 3.118 2.954 0.190
O 3.410 1.984 0.182
H -4.209 -1.656 -0.707
H -4.052 -0.727 0.573
O -3.904 -1.733 0.250
H 2.691 0.337 2.086
H 3.738 0.249 1.110
O 2.920 -0.264 1.468
H -1.934 -2.766 -1.710
H -2.381 -2.877 -0.282
O -1.785 -3.339 -0.930
H 2.204 -0.120 -0.707
H 3.331 -0.554 -1.457
O 2.631 0.141 -1.524
*
```

No. 14
Below is a cluster of 5 separate species, C6H21NO5 in total, with properties calculated with ωB97M-V/def2-TZVPD.

Orbital gap (eV): 8.473
Energy above the lowest of the compared OMol25 structures with the same formula, charge and spin (kcal per mole): 77.4
SMILES: C=C(CCCO)NC.O.O.O.O
E (eV): -18288.689

```
! wB97M-V def2-TZVPD RIJCOSX def2/J DEFGRID3
* xyz 0 1
C -0.987 -1.616 1.372
O -1.561 -0.413 2.000
C 0.494 -1.449 1.161
C 0.998 -0.756 -0.153
C 0.482 0.658 -0.232
C -0.767 0.792 -0.736
C 2.433 1.666 0.916
N 1.224 1.770 0.117
H -1.330 -2.389 2.053
H -1.610 -1.730 0.489
H -1.216 0.356 1.529
H 0.883 -0.947 2.038
H 1.035 -2.397 1.180
H 0.687 -1.307 -1.032
H 2.073 -0.874 -0.013
H -1.158 1.739 -1.086
H -1.244 -0.024 -1.255
H 3.281 1.247 0.375
H 2.701 2.648 1.305
H 2.326 1.059 1.827
H 0.612 2.526 0.371
H -2.873 1.621 -2.981
H -1.930 0.350 -2.947
O -2.732 0.728 -3.281
H -4.495 -0.135 0.348
H -3.069 -0.517 0.870
O -3.764 -0.740 0.230
H 3.257 -1.475 3.135
H 3.969 -0.323 2.599
O 3.078 -0.555 2.895
H 0.597 0.437 -3.664
H 1.502 -0.201 -4.709
O 1.427 -0.026 -3.767
*
```

No. 15
Below is a cluster of 4 separate species, C6H21NO5 in total, with properties calculated with ωB97M-V/def2-TZVPD.

Orbital gap (eV): 9.729
Energy above the lowest of the compared OMol25 structures with the same formula, charge and spin (kcal per mole): 86.7
SMILES: COCCNCCOC.O.O.O
E (eV): -18288.287

```
! wB97M-V def2-TZVPD RIJCOSX def2/J DEFGRID3
* xyz 0 1
C -9.002 -20.397 1.278
O -10.110 -21.228 0.922
C -9.750 -22.474 0.349
C -10.981 -23.231 -0.175
N -10.540 -24.533 -0.736
C -11.530 -25.064 -1.662
C -11.379 -26.573 -1.897
O -11.976 -27.244 -0.834
C -11.724 -28.678 -0.922
H -8.501 -19.871 0.466
H -8.315 -21.008 1.863
H -9.412 -19.659 1.967
H -9.163 -22.981 1.115
H -9.055 -22.384 -0.485
H -11.301 -22.624 -1.022
H -11.780 -23.192 0.566
H -10.458 -25.227 -0.007
H -11.551 -24.456 -2.566
H -12.548 -24.969 -1.285
H -10.304 -26.724 -2.002
H -11.891 -26.770 -2.839
H -11.983 -29.026 -1.923
H -12.175 -29.234 -0.101
H -10.644 -28.816 -0.858
O -12.163 -13.832 2.550
H -12.728 -13.447 3.220
H -11.599 -13.112 2.269
O -14.418 -19.282 7.570
H -15.348 -19.335 7.349
H -14.016 -18.850 6.817
O -12.545 -17.602 3.779
H -12.186 -18.129 3.065
H -12.458 -16.698 3.477
*
```